The following is a quantum chemistry calculation of a molecular structure, C24H48Cl2P2TeV at a distorted geometry, from the OMol25 dataset.

Each line ends with the Löwdin spin population.
Positions of all 78 atoms, in Å:
V 0.0832 0.1761 -0.3547  1.249
Cl 0.1597 0.0673 -2.6710  -0.001
P 0.5376 2.5689 -0.5950  -0.006
C -0.2501 3.4588 -2.0693  0.003
C 0.2597 3.6976 0.8904  -0.003
C 2.3410 2.8808 -0.9680  0.000
C -1.5287 2.8055 -2.6107  0.000
H 0.5374 3.3334 -2.8335  0.000
C -0.5217 4.9523 -1.8777  0.000
H -1.3309 5.1132 -1.1532  0.000
H -0.8562 5.3526 -2.8470  0.000
H 0.3529 5.5414 -1.5835  0.000
H -1.3075 1.8649 -3.1179  0.000
H -1.9848 3.4778 -3.3507  0.000
H -2.2585 2.6114 -1.8158  0.000
H 2.4467 2.3701 -1.9457  0.000
C 3.3007 2.2123 0.0283  -0.001
C 2.6542 4.3774 -1.1413  -0.001
H 2.1915 4.7929 -2.0433  0.000
H 3.7390 4.5004 -1.2500  0.000
H 2.3363 4.9715 -0.2749  0.000
H 2.8628 1.3448 0.5419  -0.001
H 3.6539 2.9217 0.7851  0.000
H 4.1793 1.8513 -0.5213  0.000
C -1.1646 3.5194 1.4100  -0.004
H 0.3893 4.7130 0.4917  -0.001
C 1.2505 3.4690 2.0253  0.000
H -1.9479 3.6637 0.6556  -0.001
H -1.3450 4.2294 2.2371  -0.001
H -1.2784 2.5030 1.8158  -0.002
H 1.3512 2.3946 2.2308  0.000
H 0.8650 3.9490 2.9360  0.000
H 2.2500 3.8967 1.8321  0.000
Cl 0.6388 0.0515 1.9281  0.004
H 1.5044 0.0345 -0.4156  -0.020
P 0.4647 -2.3206 -0.8810  -0.016
C 1.8621 -2.9359 -1.9360  -0.002
C 0.5478 -3.4570 0.5863  -0.005
C -0.9977 -2.9053 -1.9132  -0.001
C 3.1136 -2.0941 -1.6659  -0.001
H 1.4985 -2.7191 -2.9578  0.000
C 2.1616 -4.4439 -1.8301  -0.001
H 2.7006 -4.6919 -0.9064  0.000
H 2.8058 -4.7175 -2.6772  0.000
H 1.2712 -5.0740 -1.8952  0.000
H 2.9864 -1.0680 -2.0286  -0.001
H 3.9720 -2.5387 -2.1861  0.000
H 3.3504 -2.0533 -0.5939  0.000
H -0.8297 -2.3231 -2.8345  0.000
C -2.3015 -2.4450 -1.2690  -0.003
C -1.0547 -4.3848 -2.2800  -0.001
H -0.2665 -4.6842 -2.9819  0.000
H -2.0108 -4.5639 -2.7974  0.000
H -1.0297 -5.0315 -1.3953  0.000
H -2.1605 -2.0879 -0.2341  -0.001
H -3.0280 -3.2712 -1.2124  0.000
H -2.7652 -1.6129 -1.8099  -0.003
C 1.8222 -3.2020 1.3962  0.000
H 0.5747 -4.4673 0.1476  -0.001
C -0.6946 -3.3147 1.4604  0.000
H 2.7239 -3.5830 0.9069  0.000
H 1.7280 -3.7166 2.3592  0.000
H 1.9381 -2.1298 1.5915  0.000
H -0.8296 -2.2671 1.7559  0.000
H -0.5690 -3.9078 2.3727  0.000
H -1.6069 -3.6736 0.9698  0.000
Te -2.6928 0.5707 0.2300  -0.153
C -3.1376 -0.1983 2.1375  -0.014
C -2.9977 0.6597 3.2540  -0.005
C -3.1165 0.1321 4.5489  0.000
C -3.4027 -1.2225 4.7441  -0.002
C -3.6240 -2.0464 3.6329  0.000
C -3.5586 -1.5254 2.3367  -0.004
H -2.8124 1.7101 3.0698  -0.001
H -2.9903 0.7841 5.4123  0.000
H -3.4703 -1.6295 5.7583  0.000
H -3.8566 -3.0984 3.7883  0.000
H -3.8283 -2.1184 1.4587  -0.001

Results
LUMO (alpha / beta) (Eh): -0.057 / -0.012
Electronic energy (hartree): -3758.39230
Max |F| (eV Å⁻¹): 4.05
2S+1: 2
Kohn-Sham gap (alpha / beta) (eV): 5.6 / 7.2